46
Properties=species:S:1:pos:R:3:lowdin_charge:R:1 method="wB97M-V/def2-TZVPD" homo_lumo_gap_ev=7.12 de_lowest_ev=0.907 charge=+2 e_tot_ha=-4230.28201 lumo_energy_ev=-6.83
Al 0.737 0.276 0.089 -0.049
C 1.325 -0.323 -5.403 -0.008
C 1.079 -0.914 -4.052 -0.195
C 1.101 -2.292 -3.829 0.060
C 0.920 -2.807 -2.551 -0.021
C 0.720 -1.908 -1.537 -0.605
Br 0.542 -2.407 0.282 1.107
N 0.658 -0.581 -1.711 -0.010
C 0.831 -0.101 -2.954 -0.003
H 1.336 -1.091 -6.172 0.096
H 2.295 0.178 -5.418 0.107
H 0.572 0.422 -5.660 0.101
H 1.260 -2.974 -4.655 0.146
H 0.933 -3.871 -2.361 0.135
H 0.755 0.972 -3.068 0.134
C 0.637 3.063 -1.177 0.009
O 0.139 2.080 -0.232 -0.255
C -0.779 2.602 0.760 -0.071
C -0.678 1.618 1.904 -0.073
O -0.723 0.291 1.285 -0.243
C -1.925 -0.479 1.590 0.017
H 0.991 3.940 -0.640 0.121
H -0.151 3.344 -1.874 0.122
H 1.480 2.615 -1.697 0.083
H -1.782 2.655 0.334 0.159
H -0.461 3.594 1.078 0.160
H -1.469 1.728 2.639 0.160
H 0.293 1.716 2.395 0.145
H -1.818 -0.939 2.570 0.124
H -2.048 -1.244 0.831 0.081
H -2.786 0.184 1.572 0.120
O 7.296 -3.236 3.448 0.145
C 7.462 -2.073 2.803 -0.477
O 8.539 -1.572 2.694 0.156
C 6.231 -1.419 2.222 -0.110
C 5.070 -2.108 1.896 -0.010
C 3.994 -1.441 1.326 -0.105
C 4.085 -0.077 1.102 -0.566
S 2.796 0.917 0.360 0.874
C 5.241 0.627 1.419 -0.089
C 6.312 -0.053 1.967 0.020
H 6.375 -3.472 3.586 0.103
H 4.994 -3.180 2.034 0.123
H 3.104 -1.991 1.056 0.035
H 5.303 1.690 1.230 0.111
H 7.234 0.461 2.203 0.137

***

47
Properties=species:S:1:pos:R:3:lowdin_charge:R:1 method="wB97M-V/def2-TZVPD" homo_lumo_gap_ev=9.24 e_tot_ha=-4441.22451 lumo_energy_ev=0.41 smiles="O=S(=O)(c1cccs1)N1CCN(C[C@@H](O)COc2cccc(Br)c2)CC1"
O 1.876 4.369 -0.128 -0.282
S 2.532 3.222 -0.675 0.611
O 3.147 2.285 0.222 -0.278
C 3.777 3.757 -1.812 -0.620
C 5.074 3.353 -1.889 -0.143
C 5.773 3.994 -2.935 -0.174
C 4.985 4.865 -3.622 -0.390
S 3.380 4.924 -3.005 1.052
N 1.474 2.490 -1.753 -0.243
C 0.069 2.609 -1.426 -0.172
C -0.336 1.594 -0.360 -0.150
N -0.036 0.250 -0.835 -0.182
C -0.566 -0.783 0.043 -0.130
C -2.048 -1.011 -0.294 -0.357
O -2.209 -1.144 -1.683 -0.019
C -2.583 -2.282 0.369 -0.150
O -2.534 -2.098 1.766 -0.032
C -2.988 -3.091 2.572 -0.259
C -3.504 -4.308 2.135 -0.020
C -3.937 -5.245 3.058 -0.078
C -3.869 -4.999 4.416 -0.144
C -3.353 -3.784 4.837 -0.680
Br -3.245 -3.415 6.701 0.726
C -2.914 -2.832 3.942 -0.053
C 1.397 0.121 -1.061 -0.162
C 1.845 1.138 -2.112 -0.172
H 5.496 2.632 -1.213 0.117
H 6.808 3.814 -3.159 0.105
H 5.257 5.481 -4.456 0.066
H -0.090 3.625 -1.067 0.115
H -0.503 2.447 -2.345 0.133
H -1.406 1.676 -0.167 0.126
H 0.212 1.822 0.570 0.135
H -0.025 -1.711 -0.160 0.133
H -0.455 -0.542 1.108 0.138
H -2.647 -0.163 0.075 0.145
H -1.534 -0.570 -2.080 0.085
H -3.612 -2.446 0.027 0.141
H -1.968 -3.138 0.063 0.141
H -3.573 -4.533 1.083 0.104
H -4.336 -6.185 2.709 0.108
H -4.206 -5.730 5.133 0.097
H -2.514 -1.888 4.274 0.114
H 1.606 -0.887 -1.428 0.129
H 1.973 0.293 -0.139 0.118
H 2.930 1.110 -2.221 0.120
H 1.379 0.913 -3.077 0.133

***

46
Properties=species:S:1:pos:R:3:lowdin_spin:R:1 method="wB97M-V/def2-TZVPD" spin_multiplicity=3 homo_lumo_gap_ev="5.08 / 5.74" charge=-2 e_tot_ha=-2410.24019 lumo_energy_ev="3.36 / 4.02"
C -0.404 0.921 -3.253 -0.011
C -1.383 -0.101 -2.976 -0.009
C -0.692 -1.329 -2.711 0.021
C -2.887 0.040 -2.997 -0.001
C 0.704 -1.091 -2.770 -0.010
C 0.911 0.295 -3.079 -0.004
C 2.027 1.138 -2.671 0.014
C -0.702 2.374 -3.557 0.002
C -1.359 -2.650 -2.588 0.009
C 1.682 -2.150 -2.552 -0.002
Mo -0.087 0.356 -1.003 1.748
Cl -2.301 -3.544 1.215 0.003
Cl -1.998 1.366 -0.115 0.038
Cl 1.761 -0.892 0.278 0.015
H -3.206 1.031 -2.626 0.000
H -3.330 -0.731 -2.347 0.000
H -3.235 -0.114 -4.034 -0.001
H -2.375 -2.551 -2.210 0.000
H -0.828 -3.280 -1.885 0.000
H -1.402 -3.150 -3.557 0.002
H 1.357 -2.798 -1.760 -0.001
H 2.631 -1.771 -2.237 0.000
H 1.828 -2.776 -3.420 -0.001
H 2.960 0.590 -2.542 0.000
H 1.823 1.536 -1.597 0.009
H 2.115 2.064 -3.268 0.003
H -1.780 2.553 -3.404 0.000
H -0.416 2.679 -4.582 0.000
H -0.138 2.988 -2.840 0.000
O 0.707 1.956 -0.591 0.157
H 0.584 2.510 0.193 0.017
O 2.939 2.294 5.233 0.000
C 2.189 1.887 6.174 0.000
C 2.218 2.496 7.474 0.000
C 1.391 2.059 8.503 0.000
C 0.489 1.011 8.300 0.000
C 0.433 0.383 7.041 0.000
C 1.236 0.791 5.998 0.000
C 1.165 0.047 4.699 0.000
O 0.384 -0.895 4.546 0.000
O 1.940 0.509 3.713 0.000
H 2.485 1.293 4.137 0.000
H 2.932 3.327 7.621 0.000
H 1.451 2.554 9.483 0.000
H -0.163 0.667 9.098 0.000
H -0.264 -0.442 6.863 0.000

***

44
Properties=species:S:1:pos:R:3:lowdin_charge:R:1 method="wB97M-V/def2-TZVPD" homo_lumo_gap_ev=3.25 de_lowest_ev=3.703 e_tot_ha=-1742.32680 lumo_energy_ev=-2.90
C -0.069 -4.392 2.096 -0.071
C 0.410 -3.002 1.719 -0.319
O -0.598 -2.045 1.918 -0.258
P -0.094 -0.561 1.462 0.558
C 1.105 -0.021 2.681 -0.251
C 2.255 0.365 2.279 -0.476
N 3.381 0.740 1.934 0.049
O 0.517 -0.631 0.059 -0.314
O -1.359 0.456 1.573 -0.206
C -2.516 -0.255 1.937 -0.341
C -3.700 0.661 2.196 -0.072
H 0.726 -5.133 2.026 0.075
H -0.449 -4.396 3.116 0.071
H -0.888 -4.708 1.453 0.073
H 1.278 -2.697 2.324 0.114
H 0.716 -2.944 0.660 0.115
H 0.795 0.069 3.700 0.048
H -2.725 -0.972 1.125 0.124
H -2.275 -0.855 2.832 0.113
H -4.593 0.100 2.478 0.076
H -3.471 1.362 2.999 0.065
H -3.930 1.246 1.306 0.074
Cl 0.892 6.672 -1.133 0.741
C 0.949 5.832 0.358 -0.639
C -0.237 5.447 0.988 -0.077
C -0.201 4.810 2.196 0.020
C 1.037 4.522 2.823 -0.156
C 1.103 3.903 4.088 -0.079
C 2.379 3.528 4.798 -0.099
C 1.905 2.962 6.150 -0.142
C 0.408 3.040 6.093 0.020
C 0.001 3.574 4.917 -0.011
C 2.227 4.898 2.154 0.026
C 2.177 5.543 0.951 -0.073
H -1.178 5.664 0.512 0.112
H -1.119 4.514 2.677 0.114
H 2.933 2.787 4.208 0.131
H 3.026 4.407 4.920 0.138
H 2.238 1.925 6.291 0.132
H 2.295 3.553 6.990 0.127
H -0.257 2.748 6.886 0.119
H -1.027 3.752 4.654 0.114
H 3.176 4.679 2.610 0.120
H 3.083 5.842 0.452 0.114

***

47
Properties=species:S:1:pos:R:3:lowdin_charge:R:1 method="wB97M-V/def2-TZVPD" homo_lumo_gap_ev=6.52 de_lowest_ev=0.747 charge=+3 e_tot_ha=-5798.14760 lumo_energy_ev=-11.73
Hf 0.418 -1.019 -0.634 1.220
O -4.011 -3.496 5.035 0.166
N -3.266 -2.581 4.824 -0.328
O -2.975 -1.690 5.595 0.125
C -2.753 -2.449 3.439 -0.025
C -3.473 -3.049 2.478 0.123
C -3.094 -2.902 1.099 -0.077
C -3.813 -3.490 0.034 0.106
C -3.406 -3.291 -1.265 0.036
C -2.289 -2.496 -1.501 -0.060
N -1.588 -1.934 -0.506 -0.097
C -1.982 -2.147 0.789 -0.163
C -1.196 -1.565 1.823 -0.139
N -0.077 -0.865 1.433 -0.095
C 0.689 -0.256 2.352 -0.057
C 0.404 -0.357 3.704 0.043
C -0.697 -1.076 4.113 0.122
C -1.555 -1.685 3.156 -0.011
H -4.351 -3.624 2.748 0.159
H -4.688 -4.094 0.249 0.158
H -3.933 -3.732 -2.100 0.145
H -1.958 -2.311 -2.518 0.137
H 1.550 0.298 2.002 0.109
H 1.054 0.123 4.422 0.147
H -0.924 -1.163 5.164 0.138
C 0.117 3.479 -1.151 -0.206
Ge 1.768 3.380 -2.136 0.740
C 2.762 5.019 -2.230 -0.184
C 1.614 2.436 -3.808 -0.214
C 2.960 2.313 -0.959 -0.523
Se 2.734 0.380 -0.805 0.803
C 3.504 -0.248 -2.499 -0.289
H -0.611 4.073 -1.706 0.045
H 0.279 3.976 -0.194 0.041
H -0.334 2.494 -0.981 -0.009
H 2.203 5.741 -2.826 0.047
H 3.729 4.861 -2.707 0.045
H 2.911 5.443 -1.237 0.044
H 0.971 3.006 -4.480 0.047
H 1.163 1.444 -3.699 0.008
H 2.585 2.352 -4.298 0.040
H 2.926 2.704 0.059 0.037
H 3.999 2.403 -1.287 0.047
H 3.284 0.520 -3.233 0.017
H 3.090 -1.209 -2.784 0.011
H 4.571 -0.341 -2.320 0.061
I 1.687 -3.374 -0.653 0.511

***

43
Properties=species:S:1:pos:R:3:lowdin_charge:R:1 method="wB97M-V/def2-TZVPD" homo_lumo_gap_ev=8.31 de_lowest_ev=4.522 e_tot_ha=-975.04508 lumo_energy_ev=0.50 smiles="Cn1ccc(=O)n([C@H](c2ccccc2)N2CCCCC2)c1=O"
C 0.651 -3.076 -1.645 -0.018
N -0.573 -2.323 -1.415 -0.039
C -1.730 -2.735 -2.004 -0.047
C -2.925 -2.175 -1.716 0.030
C -2.985 -1.147 -0.680 -0.370
O -4.055 -0.784 -0.189 0.057
N -1.702 -0.678 -0.225 0.089
C -1.548 0.128 0.921 -0.230
C -1.359 1.446 0.158 -0.125
C -0.202 2.283 0.088 -0.027
C -0.334 3.586 -0.425 -0.084
C -1.554 4.008 -0.914 -0.111
C -2.662 3.185 -0.916 -0.068
C -2.545 1.871 -0.443 -0.017
N -0.679 0.181 2.081 -0.101
C -0.815 -0.987 2.991 -0.194
C 0.524 -1.265 3.629 -0.192
C 1.007 -0.036 4.436 -0.190
C 0.831 1.316 3.678 -0.178
C -0.530 1.384 2.953 -0.171
C -0.634 -1.526 -0.256 -0.394
O 0.261 -1.483 0.585 0.094
H 0.424 -3.876 -2.331 0.078
H 1.470 -2.531 -2.104 0.096
H 1.032 -3.545 -0.740 0.096
H -1.595 -3.598 -2.625 0.123
H -3.842 -2.578 -2.098 0.112
H -2.460 -0.334 1.295 0.155
H 0.783 1.928 0.428 0.119
H 0.505 4.258 -0.380 0.098
H -1.667 5.013 -1.281 0.096
H -3.633 3.487 -1.284 0.102
H -3.406 1.184 -0.404 0.104
H -1.132 -1.850 2.411 0.110
H -1.585 -0.839 3.775 0.127
H 1.228 -1.527 2.826 0.104
H 0.479 -2.143 4.291 0.110
H 0.364 0.034 5.338 0.109
H 2.071 -0.155 4.713 0.106
H 0.916 2.165 4.389 0.110
H 1.648 1.457 2.939 0.108
H -0.589 2.304 2.373 0.096
H -1.327 1.480 3.740 0.128